Molecular formula: C41H35BCl5F2N3O2Tl
Method: DFT, ωB97M-V/def2-TZVPD

XYZ file:
```
90
Properties=species:S:1:pos:R:3:lowdin_charge:R:1
Tl -1.6054 -2.7323 2.9813 0.79
Cl -1.7421 -8.5476 -1.2178 0.64
Cl 0.7372 -9.1490 0.5386 0.65
Cl -2.8893 -5.4938 -1.3428 0.61
Cl 0.9461 -4.0368 2.1678 0.55
Cl 1.5973 -7.0099 2.8377 0.64
F -0.8521 0.1768 -0.7392 0.02
F 0.7942 -1.6498 -1.2631 0.13
O 0.2913 0.0441 -2.8589 0.11
O -1.1192 -0.4845 2.8695 -0.40
N -4.5750 -0.1918 2.6105 0.02
N -3.1005 -2.2671 1.0096 -0.08
N 1.4439 0.7221 -0.7718 0.22
C 2.2350 1.5672 -1.5131 -0.16
C -4.5826 -0.2878 1.1074 -0.28
C 0.8964 0.8067 -5.0990 -0.10
C -0.1095 3.8869 2.6180 -0.09
C 1.0816 0.6410 -7.9503 -0.12
C 0.8923 -0.7690 3.9776 -0.18
C -3.3588 -0.8836 0.4733 -0.26
C 0.8233 1.1937 -3.5971 -0.31
C -0.0544 1.1355 -7.3378 -0.08
C 2.1727 0.3611 -7.1472 -0.10
C 2.0525 0.2171 -5.7283 0.01
C 2.4881 1.3259 1.2270 -0.02
C 0.6809 3.3559 4.8234 -0.11
C -2.4104 3.2554 -3.2101 -0.08
C 2.9216 2.4891 -0.8324 -0.02
C -1.0850 -7.2970 -0.2751 -0.71
C -1.9897 4.5695 -3.3643 -0.08
C 1.5369 0.5661 0.5996 -0.12
C 0.1531 -0.0098 2.8773 -0.50
C -1.5281 2.1796 -3.2167 -0.05
C 2.2214 1.4693 -3.0482 -0.02
C 0.3888 4.3235 3.8373 -0.12
C 0.7021 -0.3919 1.4324 -0.03
C -0.6226 4.7936 -3.6898 -0.09
C -0.9417 -5.0787 0.5365 -0.18
C -0.0020 -7.6268 0.6350 -0.73
C 2.3075 -0.9286 3.9700 -0.06
C -0.1594 1.2281 -5.9327 -0.02
C 0.1915 1.5292 3.2630 -0.10
C -0.1794 2.4840 2.3285 -0.03
C 0.3270 3.7639 -3.8164 0.01
C 0.5148 -6.6967 1.5386 -0.75
C 0.6958 2.0384 4.4826 -0.05
C 2.9277 -1.4786 5.0433 -0.10
C 0.1697 -0.9987 5.2159 -0.07
C -0.2063 2.3896 -3.5385 -0.12
C -1.5666 -5.9255 -0.3281 -0.76
C 0.8854 -1.5044 6.3087 -0.09
C 0.0793 -5.3946 1.4125 -0.73
C 3.0899 2.3145 0.5429 -0.03
C 2.2519 -1.8321 6.2363 -0.08
B 0.3361 -0.3176 -1.5045 -0.86
H -0.6173 2.2256 1.3654 0.12
H 2.7456 1.1294 2.2470 0.11
H 2.8257 -0.8258 3.0564 0.09
H -2.5049 -0.2049 0.5988 0.08
H 2.8253 0.5902 -3.2199 0.12
H -2.6634 5.4127 -3.3560 0.09
H -3.4555 -0.8797 -0.6480 0.12
H -0.4659 4.5888 1.8012 0.11
H -1.9147 1.1622 -3.0031 0.14
H 2.8600 -0.2127 -5.1295 0.11
H 1.0645 3.6490 5.8213 0.11
H -0.0621 -0.7518 0.7130 0.10
H -3.7188 0.1146 2.9887 0.02
H 3.0477 -0.0379 -7.7156 0.11
H 1.1776 1.2845 5.1400 0.11
H 3.6129 3.0772 1.0975 0.12
H 3.6478 3.0941 -1.4091 0.13
H 2.5844 2.3601 -3.5819 0.12
H -5.3816 -0.9969 0.9006 0.09
H -1.1513 1.5612 -5.6268 0.11
H 1.2355 0.5086 -9.0475 0.11
H -0.8964 -0.6832 5.3791 0.13
H -4.8898 0.6136 0.5474 0.10
H 1.4003 3.9657 -4.0315 0.11
H 2.7199 -2.3517 7.0624 0.09
H 4.0144 -1.6128 5.0640 0.10
H -0.8914 1.5304 -7.8657 0.09
H 0.3472 5.3941 4.1698 0.10
H -2.4586 -2.8022 0.4445 0.01
H -0.2211 5.7741 -3.7123 0.08
H 1.2706 -1.3233 1.4130 0.10
H -5.2624 0.4850 2.9352 0.06
H -3.9265 -2.8766 1.1952 0.09
H 0.3828 -1.7493 7.2402 0.10
H -3.4336 2.9441 -3.0129 0.10
```

Values from the calculation:
Total charge: -1
DFT total energy, hartree: -4596.23047

Molecular formula: C41H35ClN2Si2Zn
Method: DFT, ωB97M-V/def2-TZVPD

XYZ file:
```
82
Properties=species:S:1:pos:R:3:lowdin_charge:R:1
Zn 0.3295 0.0475 2.1888 0.76
Cl 2.9599 0.0343 -1.3700 0.11
Si 0.6158 0.1768 -1.2434 0.26
Si 1.4458 0.1516 -3.4830 0.49
N 0.4243 1.5148 3.6202 0.04
N 1.6102 -0.9550 3.5447 0.06
C -0.0120 -2.6232 -6.2857 -0.10
C 2.5192 0.1557 6.9685 -0.01
C 2.9078 -2.0375 5.8051 0.02
C 2.3989 -0.7218 5.8456 -0.13
C -0.7393 3.4630 -6.0362 -0.11
C -2.2991 -0.0351 3.5438 -0.19
C 1.1089 1.8655 5.9225 -0.14
C 1.3600 2.3911 -5.4368 -0.10
C 0.3765 -1.4231 -5.6843 -0.08
C 1.8999 1.3828 7.0046 -0.01
C -2.0848 4.0155 -1.4312 -0.10
C -0.3769 2.6032 3.7109 -0.07
C -1.6198 -1.4636 -1.8299 -0.08
C 1.1279 1.1076 4.7184 -0.12
C -0.5090 1.6723 -1.1968 -0.32
C -1.3313 -2.0875 3.1554 -0.18
C -1.6950 -3.8564 -1.4572 -0.09
C 1.0217 -1.4337 -4.4214 -0.29
C 0.2941 -3.8470 -5.6969 -0.10
C -1.4393 -1.9027 4.5556 -0.16
C 1.9747 -2.2573 3.5966 -0.08
C 1.7678 -0.2002 4.6778 -0.12
C -1.4288 2.5924 -5.2027 -0.10
C -0.4987 -3.7841 -0.7478 -0.10
C 1.0254 -3.8616 -4.5137 -0.10
C 0.6498 3.3500 -6.1825 -0.09
C -2.2607 -2.6966 -1.9484 -0.09
C -2.5317 2.9403 -0.6495 -0.09
C -0.8080 3.9752 -1.9513 -0.10
C -1.7314 1.7955 -0.4907 -0.11
C -2.0350 -0.6433 4.7881 -0.16
C -1.7705 -0.8768 2.5002 -0.27
C -0.2932 -1.4303 -1.3202 -0.34
C 0.3673 3.0638 5.9520 0.02
C 0.1931 -2.5734 -0.6331 -0.13
C 1.4179 -2.6810 -3.8803 -0.11
C -0.7493 1.5906 -4.5047 -0.14
C 0.6530 1.5405 -4.5682 -0.34
C -0.3990 3.4165 4.8548 -0.02
C 0.0249 2.8828 -1.7291 -0.11
C 2.6576 -2.8113 4.6853 -0.02
H 2.0462 2.0619 7.8491 0.12
H -0.5614 -2.5870 -7.2167 0.09
H -0.4262 4.8121 -2.5573 0.12
H -2.5011 2.6459 -5.0606 0.10
H -0.0792 -4.6719 -0.2865 0.10
H -2.7407 4.8659 -1.6155 0.10
H -3.2231 -2.7037 -2.4609 0.11
H 2.8531 0.4738 -3.8646 -0.04
H -1.9749 -0.7908 1.4252 0.07
H 1.2955 -4.8100 -4.0566 0.10
H -0.0270 -4.7677 -6.1660 0.09
H -3.4904 2.9836 -0.1485 0.09
H 2.4517 2.2913 -5.5196 0.09
H -2.1244 -0.5396 -2.1013 0.09
H 2.9589 -3.8530 4.6529 0.12
H 3.1744 -0.1692 7.7802 0.12
H 0.4151 3.6787 6.8293 0.12
H 1.6856 -2.8880 2.7498 0.12
H 2.0252 -2.7011 -2.9618 0.10
H -1.2887 4.2205 -6.5986 0.10
H -2.1922 -4.8144 -1.6200 0.10
H -1.1165 -2.6135 5.3094 0.08
H -2.8164 0.9308 3.4196 0.09
H -1.0368 4.2970 4.8655 0.12
H -1.0167 2.7883 2.8406 0.12
H -1.2946 0.8884 -3.8619 0.10
H -0.9491 -2.9932 2.6646 0.09
H 0.6994 0.1171 0.3683 -0.06
H 1.1860 3.9928 -6.8618 0.09
H 3.4694 -2.4259 6.6386 0.12
H -2.2400 -0.2039 5.7742 0.09
H 0.1783 -0.4623 -6.1856 0.10
H 1.0804 -2.5187 -0.0018 0.09
H 1.1034 2.9262 -1.9943 0.11
H -2.0423 1.0132 0.2282 0.09
```

Values from the calculation:
Total charge: 0
DFT total energy, hartree: -4511.34068

Molecular formula: C41H35N3O8PS2Sn
Method: DFT, ωB97M-V/def2-TZVPD

XYZ file:
```
91
Properties=species:S:1:pos:R:3:nbo_charge:R:1
Sn 0.5943 -0.1032 -0.5650 1.51
S -3.9729 1.6746 -6.5583 -0.16
S 2.7631 0.5273 2.2833 1.25
P -2.7236 0.0646 0.1967 0.87
O 4.1820 0.8918 -2.8575 -0.66
O -0.5990 -2.0836 -1.0279 -0.84
O -2.3638 2.8731 2.7040 -0.75
O 2.5804 -0.5508 1.2475 -1.00
O 4.0234 -4.0908 -4.1624 -0.65
O 2.3243 1.0298 -1.5871 -0.84
O -1.0395 2.4807 0.9273 -0.80
O -0.5085 -4.1930 -1.8094 -0.66
N -0.5995 0.7158 -2.4986 -0.53
N 1.7158 -1.4772 -2.0300 -0.61
N -5.0816 1.7034 -4.1652 -0.76
C 2.0687 -3.6388 -2.9326 -0.28
C -0.0591 -3.0691 -1.6317 0.75
C -3.0520 -1.4489 3.9961 -0.24
C -2.9889 -0.5710 2.9208 -0.18
C -6.3380 -0.2877 -1.8177 -0.26
C 2.8600 -1.0457 -2.5545 0.14
C 2.9444 3.2827 2.2655 0.06
C -4.7622 -1.8115 -2.7991 -0.20
C 2.3813 2.1246 1.4905 -0.68
C 1.3137 -2.7345 -2.2189 0.14
C 4.3074 3.3696 2.5378 -0.23
C -3.0976 -2.8181 3.7824 -0.23
C -2.5076 2.0499 -2.9545 -0.21
C 2.1005 4.2957 2.7072 -0.23
C -2.1164 2.4132 1.5752 0.79
C 1.2727 1.4105 4.4438 -0.07
C -0.7961 0.0547 -3.6374 0.07
C 0.2022 2.2921 4.5468 -0.16
C 4.8165 4.4444 3.2502 -0.22
C -3.2867 1.6721 0.8691 -0.87
C -3.7957 -1.3939 -1.8926 -0.21
C 3.2775 -3.1999 -3.4655 0.35
C -3.9801 1.5721 -4.9171 0.11
C 0.1920 3.2480 5.5538 -0.21
C -5.3719 0.1248 -0.9076 -0.18
C 3.9673 5.4483 3.6955 -0.23
C 3.1815 0.4370 -2.3217 0.76
C 1.2989 0.3817 3.3470 -0.61
C -4.0901 -0.4260 -0.9303 -0.34
C -2.9723 -1.0608 1.6139 -0.26
C 2.3279 1.4998 5.3503 -0.21
C 3.6771 -1.8795 -3.2872 -0.31
C -2.9929 -2.4407 1.4079 -0.23
C -1.4157 1.7193 -2.1714 0.04
C -3.0665 -3.3107 2.4838 -0.20
C 1.2477 3.3435 6.4469 -0.22
C 2.3206 2.4674 6.3422 -0.22
C -1.8458 0.3398 -4.4896 -0.22
C -6.0351 -1.2593 -2.7647 -0.23
C 2.6098 5.3723 3.4185 -0.20
C -2.7462 1.3284 -4.1171 -0.07
H 4.3632 6.2864 4.2559 0.20
H -0.6453 3.9322 5.6180 0.22
H -4.1336 1.5852 1.5508 0.23
H -5.0872 1.3914 -3.2036 0.42
H -2.7993 -1.8235 -1.9160 0.26
H 2.8590 2.0294 0.5107 0.28
H -4.5167 -2.5683 -3.5339 0.22
H -5.9649 1.8009 -4.6380 0.41
H -3.1459 -3.5002 4.6224 0.20
H 4.8271 -3.6573 -4.4703 0.48
H 4.9742 2.5894 2.1885 0.21
H -7.3324 0.1416 -1.7783 0.21
H -2.9214 -2.8416 0.4045 0.23
H 1.0395 4.2267 2.4960 0.24
H -3.0812 -4.3786 2.3044 0.21
H -0.1022 -0.7493 -3.8514 0.21
H 1.7096 -4.6487 -3.0659 0.26
H -2.9530 0.4960 3.1135 0.23
H -0.6120 2.2690 3.8283 0.27
H -5.6227 0.8734 -0.1656 0.21
H -3.5981 2.2850 0.0165 0.23
H -3.1660 2.8505 -2.6442 0.22
H -3.0638 -1.0523 5.0042 0.21
H 1.2419 4.1031 7.2192 0.20
H -1.2038 2.2160 -1.2249 0.27
H 3.1532 2.5395 7.0311 0.20
H 4.5932 -1.4743 -3.6991 0.24
H 0.4288 0.4572 2.6924 0.25
H -6.7889 -1.5839 -3.4714 0.21
H 1.9392 6.1494 3.7636 0.21
H 5.8785 4.4988 3.4561 0.20
H 1.3001 2.2118 1.3478 0.28
H -1.9959 -0.2193 -5.4020 0.24
H 1.3648 -0.6352 3.7389 0.24
H 3.1668 0.8174 5.2698 0.21
```

Values from the calculation:
Total charge: -1
DFT total energy, hartree: -3701.84983

Molecular formula: C41H35N5OPRuS
Method: DFT, ωB97M-V/def2-TZVPD

XYZ file:
```
85
Properties=species:S:1:pos:R:3:lowdin_spin:R:1
Ru 0.2978 0.5689 0.3089 1.85
S 2.6799 -2.6417 2.9136 0.16
P -0.0228 -1.1338 -2.1033 0.17
O 1.2275 2.8433 0.3510 0.07
N -0.6431 1.4388 1.7590 0.01
N 0.6341 5.9759 1.9432 0.00
N 1.3188 3.1897 -1.8998 0.00
N 1.0584 -0.8826 1.8416 0.17
N 0.8712 6.6770 -2.3906 0.00
C -3.0070 1.4945 -3.1389 0.02
C -0.9835 -1.2082 3.2265 0.08
C -1.9722 2.2165 -1.0789 0.03
C -2.2066 0.3621 -3.1455 0.01
C -0.2884 -3.4800 -6.0576 0.24
C 0.2714 -3.3666 -0.4966 0.02
C -1.5292 -1.8877 4.3006 0.01
C -2.3225 -3.3632 0.4768 0.00
C 1.2831 -0.2726 -1.2724 0.37
C -0.6112 2.1383 5.0792 0.00
C 0.5021 -3.1478 4.6237 0.03
C -1.4847 4.1366 3.7922 0.00
C 0.3524 -1.4699 2.8313 0.02
C -0.0645 -2.0305 -3.6203 0.20
C -1.8942 -2.3305 -0.3440 0.02
C -1.0013 1.9981 2.6944 0.01
C 1.1721 3.6333 -0.6165 0.01
C 3.2322 -0.8607 -2.7588 0.10
C -0.9172 -3.1883 -3.7300 0.12
C -2.9463 2.1071 4.1335 0.00
C 5.3993 0.0813 -2.2771 0.12
C -1.3037 0.1610 -2.1077 0.07
C 3.5357 0.5741 -0.8364 0.10
C 0.9810 5.0411 -0.4207 0.00
C -0.1525 -4.3821 0.3398 0.00
C -0.5914 -2.3237 -0.8351 0.04
C -2.8882 2.4199 -2.1076 0.00
C -1.0131 -3.8760 -4.9109 0.06
C 4.5698 -0.7121 -3.0637 0.00
C 0.9166 5.9413 -1.4952 0.00
C 2.3452 -1.3149 1.7943 0.45
C 0.7926 5.5460 0.8790 0.00
C 4.8670 0.7167 -1.1555 0.00
C 1.0609 -2.4644 3.5688 0.02
C 0.6478 -1.6273 -4.8005 0.13
C -1.4576 -4.3905 0.8178 0.01
C -1.5077 2.6089 3.9239 0.00
C 0.5345 -2.3341 -5.9680 0.05
C -0.8152 -2.8507 5.0078 0.09
C 2.6558 -0.2050 -1.6426 0.04
C -1.1379 1.1001 -1.0676 0.04
H -3.5733 2.3888 3.2866 0.00
H 1.2763 -3.3631 -0.9048 0.00
H -3.3349 -3.3627 0.8632 0.00
H -0.4882 4.4972 3.5371 0.00
H -2.9548 1.0206 4.2294 0.00
H 5.5122 1.3296 -0.5362 0.00
H -1.5768 -0.5110 2.6556 0.01
H -3.4981 3.3168 -2.1143 0.00
H -0.5795 1.0479 5.1152 0.00
H 0.4061 2.5065 4.9437 0.00
H -1.0058 2.5141 6.0256 0.00
H 1.0481 3.8043 -2.6497 0.00
H -1.4900 -3.5149 -2.8723 0.01
H -1.2693 -3.3786 5.8380 0.01
H 0.5281 -5.1751 0.6244 0.00
H -2.5534 -1.6705 4.5905 0.00
H -2.5730 -1.5363 -0.6299 0.00
H 1.0699 -3.9059 5.1506 0.00
H -2.1582 4.4632 2.9991 0.00
H -1.8042 4.5840 4.7356 0.00
H 1.0691 -1.9970 -6.8510 0.00
H 1.2544 -0.7279 -4.7738 0.01
H 3.1208 1.0792 0.0257 0.01
H -3.3657 2.5427 5.0428 0.00
H -1.6656 -4.7421 -4.9705 0.00
H -1.7946 -5.1878 1.4689 0.00
H -3.7072 1.6663 -3.9488 0.00
H 4.9887 -1.2204 -3.9258 0.00
H 1.1755 2.2003 -2.0394 0.01
H 2.5962 -1.4950 -3.3645 0.01
H -0.3728 -4.0307 -6.9866 0.02
H -2.2701 -0.3696 -3.9452 0.00
H 2.9975 -1.1712 0.9480 0.03
H -1.8968 2.9670 -0.2969 0.00
H 6.4441 0.2060 -2.5353 0.01
```

Values from the calculation:
Total charge: -2
DFT total energy, hartree: -2766.74477
<S²>: 8.822
Multiplicity: 6

Molecular formula: C41H36AuBGeN8O2
Method: DFT, ωB97M-V/def2-TZVPD

XYZ file:
```
90
Properties=species:S:1:pos:R:3:lowdin_spin:R:1
Au 0.7744 1.7369 -0.7643 0.45
Ge -2.2090 1.4265 -0.8694 0.05
O -0.9564 -0.2596 -1.9204 0.08
O 3.1548 -0.7444 -0.0378 0.00
N 0.9433 1.7561 1.4912 0.15
N 1.6467 2.8025 1.9740 0.01
N 0.2023 -2.1901 -1.2613 0.00
N 1.1048 -0.1958 -0.9746 0.06
N 2.9220 2.4186 -1.0347 0.06
N 3.3520 3.0392 0.0981 0.00
N 1.2968 4.4735 0.1059 0.00
N 0.4608 3.7590 -0.6907 0.04
C 3.5708 -4.2745 -4.2355 0.00
C -0.2280 4.6185 -1.4487 0.01
C -4.0905 -2.3688 -0.2443 0.00
C 1.6825 -3.3515 0.4173 0.00
C -3.4307 -0.0920 -0.9212 0.00
C 2.9275 -3.5945 0.9900 0.00
C -4.3684 2.7765 2.4079 0.00
C 3.0286 -4.3861 2.1233 0.00
C -4.6914 -1.5331 -2.4303 0.00
C 3.9922 1.8439 -1.5902 0.00
C 2.3719 -3.1103 -2.0028 0.00
C 1.1062 5.7762 -0.1376 0.00
C -2.8055 2.6152 -2.2868 0.01
C -2.1932 3.7715 2.7018 0.00
C -4.0651 -0.3009 -2.1223 0.00
C 3.8577 -2.9612 -3.8958 0.00
C 2.1052 -1.0501 -0.5328 0.00
C 3.2569 -2.3772 -2.7850 0.00
C -3.9346 2.1326 1.2546 0.00
C 4.6817 2.8777 0.2226 0.00
C -2.9069 -2.0415 2.2679 0.00
C 2.6856 -5.0125 -3.4550 0.00
C 0.9083 1.6447 3.7161 0.00
C 1.6330 2.7552 3.3198 0.00
C -3.4557 -1.1369 0.0753 0.00
C 0.4926 1.0444 2.5225 0.01
C 2.0913 -4.4332 -2.3440 0.00
C -2.8748 -1.0113 1.3704 0.00
C -4.6998 -2.5368 -1.5149 0.00
C 0.5492 -3.9063 0.9853 0.00
C -3.5230 -3.2691 1.9296 0.00
C 0.0184 -0.8712 -1.4265 0.02
C -2.6260 2.3245 0.8210 0.02
C 0.6522 -4.7093 2.1190 0.00
C -1.7512 3.1404 1.5434 0.00
C 1.8898 -4.9468 2.6923 0.00
C 1.6007 -2.4873 -0.8359 0.00
C -4.1002 -3.4225 0.7062 0.00
C 5.1368 2.1248 -0.8404 0.00
C -3.4994 3.5852 3.1342 0.00
C 0.1395 5.9186 -1.1203 0.00
B 2.3682 3.7983 1.0236 0.00
H -4.5815 -4.3603 0.4407 0.00
H 1.9711 -5.5651 3.5790 0.00
H 3.8875 1.2755 -2.5054 0.00
H -0.9233 4.2659 -2.1915 0.00
H 4.0448 -4.7292 -5.0975 0.00
H -4.0775 0.4809 -2.8770 0.00
H 3.9998 -4.5589 2.5718 0.00
H -0.2382 6.8357 -1.5460 0.00
H -0.2417 -5.1423 2.5588 0.00
H -0.4193 -3.7158 0.5486 0.00
H -3.8433 4.0650 4.0441 0.00
H -2.4280 2.3648 -3.2800 0.00
H -0.7365 3.2908 1.2128 0.00
H -2.4669 -1.9141 3.2528 0.00
H -1.5164 4.4046 3.2649 0.00
H 2.1439 3.5085 3.9054 0.00
H 2.9433 4.6297 1.6725 0.00
H -0.3549 -2.8566 -1.7755 0.00
H 6.1529 1.8177 -1.0464 0.00
H 1.6762 6.5245 0.3994 0.00
H -5.1582 -1.6697 -3.3976 0.00
H -3.5408 -4.0828 2.6471 0.00
H -4.6109 1.4817 0.7098 0.00
H 0.7114 1.3096 4.7256 0.00
H 3.8146 -3.1482 0.5550 0.00
H 1.4082 -5.0153 -1.7287 0.00
H -5.3880 2.6311 2.7437 0.00
H -5.1945 -3.4784 -1.7374 0.00
H 2.4577 -6.0415 -3.7131 0.00
H 4.5503 -2.3830 -4.4990 0.00
H 5.2231 3.3232 1.0490 0.00
H -3.8899 2.5005 -2.2476 0.00
H -2.5350 3.6353 -2.0295 0.00
H -2.4359 -0.0667 1.6666 0.00
H -0.0963 0.1477 2.3595 0.00
H 3.4971 -1.3504 -2.5248 0.00
```

Values from the calculation:
Total charge: +1
DFT total energy, hartree: -4409.82308
<S²>: 0.755
Multiplicity: 2